This record from OMol25 describes a structure of composition C28H57As3Ge2N2ORhTe. The level of theory is wB97M-V/def2-TZVPD.

Computed properties:
* E_LUMO (spin up / spin down): -0.0686 / -0.1721 Eh
* HOMO level (spin up / spin down): -8.7 / -10.6 eV
* energy above the lowest of the compared OMol25 structures with the same formula, charge and spin: 0.9 kJ/mol
* charge: +1
* spin multiplicity: 5
* E: -340831.163 eV

Structure (XYZ):
```
95
C28H57As3Ge2N2ORhTe | OMol25 | wB97M-V/def2-TZVPD
Rh -0.176 -0.403 -0.207
C -2.630 1.521 3.138
C -1.707 2.241 2.164
Ge -0.031 1.442 1.510
C 0.495 2.743 0.096
C 1.865 2.630 -0.557
C 1.312 1.613 2.943
C 0.928 1.788 4.167
Ge 0.169 -1.368 1.991
C -1.064 -1.449 3.513
C -0.791 -2.640 4.429
C 1.876 -2.210 2.495
C 2.724 -1.468 3.527
C 0.278 1.884 5.373
C -0.215 3.135 5.838
C -0.881 3.220 7.039
C -1.079 2.087 7.829
C -0.590 0.855 7.397
C 0.080 0.742 6.199
H -3.515 2.131 3.338
H -2.151 1.339 4.099
H -2.968 0.565 2.740
H -1.370 3.187 2.602
H -2.245 2.493 1.247
H 0.419 3.689 0.646
H -0.299 2.776 -0.653
H 2.662 2.532 0.183
H 2.089 3.515 -1.156
H 1.918 1.764 -1.220
H 2.371 1.634 2.679
H -2.081 -1.476 3.120
H -0.972 -0.512 4.065
H -0.881 -3.587 3.894
H -1.496 -2.660 5.260
H 0.215 -2.598 4.853
H 2.449 -2.404 1.590
H 1.586 -3.189 2.885
H 3.118 -0.532 3.134
H 3.570 -2.083 3.837
H 2.153 -1.218 4.422
H -0.062 4.018 5.231
H -1.252 4.180 7.374
H -1.599 2.165 8.774
H -0.729 -0.026 8.011
H 0.471 -0.216 5.883
C 2.556 -3.019 -1.201
As 2.122 -1.116 -1.119
C 3.778 -0.486 -0.304
C 2.525 -0.589 -2.972
C 1.482 -0.809 -4.086
C 0.934 -2.236 -4.017
C 0.348 0.219 -3.998
As -0.957 0.059 -2.547
C -2.285 -1.155 -3.286
C -1.881 1.747 -2.829
C 2.260 -0.606 -5.406
As 1.509 -0.514 -7.251
C 0.732 1.293 -7.243
C -0.176 -1.528 -7.208
H 3.439 -3.156 -1.825
H 1.729 -3.589 -1.619
H 2.772 -3.397 -0.203
H 3.809 -0.788 0.742
H 3.826 0.599 -0.359
H 4.632 -0.914 -0.828
H 3.434 -1.145 -3.218
H 2.804 0.468 -2.939
H 0.426 -2.421 -3.065
H 1.743 -2.964 -4.109
H 0.219 -2.428 -4.814
H -0.236 0.195 -4.917
H 0.765 1.227 -3.917
H -2.447 -0.927 -4.339
H -3.217 -1.009 -2.741
H -1.964 -2.189 -3.180
H -2.315 1.773 -3.829
H -1.174 2.570 -2.730
H -2.660 1.847 -2.077
H 3.016 -1.395 -5.468
H 2.823 0.331 -5.342
H 1.486 2.005 -6.906
H -0.160 1.397 -6.627
H 0.473 1.543 -8.271
H 0.028 -2.594 -7.119
H -0.654 -1.362 -8.173
H -0.868 -1.222 -6.425
N -4.323 -1.444 -0.070
C -4.009 -0.138 0.128
N -5.026 0.671 0.533
O -2.875 0.304 -0.066
H -5.255 -1.802 0.029
H -3.603 -2.047 -0.430
H -5.892 0.299 0.879
H -4.762 1.592 0.838
Te -0.892 -3.002 0.205
```

Let us look at the Löwdin charges, expressed in e, one per atom: number 1, Rh, carries -0.11; number 2, C, carries -0.16; number 3, C, carries -0.35; number 4, Ge, carries 0.79; number 5, C, carries -0.36; number 6, C, carries -0.17; number 7, C, carries -0.23; number 8, C, carries -0.04; number 9, Ge, carries 0.46; number 10, C, carries -0.41; number 11, C, carries -0.17; number 12, C, carries -0.41; number 13, C, carries -0.16; number 14, C, carries -0.26; number 15, C, carries -0.04; number 16, C, carries -0.08; number 17, C, carries -0.08; number 18, C, carries -0.08; number 19, C, carries -0.05; number 20, H, carries 0.08; number 21, H, carries 0.05; number 22, H, carries 0.04; number 23, H, carries 0.07; number 24, H, carries 0.05; number 25, H, carries 0.08; number 26, H, carries 0.03; number 27, H, carries 0.06; number 28, H, carries 0.08; number 29, H, carries 0.01; number 30, H, carries 0.06; number 31, H, carries 0.05; number 32, H, carries 0.02; number 33, H, carries 0.07; number 34, H, carries 0.08; number 35, H, carries 0.06; number 36, H, carries 0.00; number 37, H, carries 0.06; number 38, H, carries 0.05; number 39, H, carries 0.08; number 40, H, carries 0.05; number 41, H, carries 0.11; number 42, H, carries 0.11; number 43, H, carries 0.10; number 44, H, carries 0.11; number 45, H, carries 0.09; number 46, C, carries -0.30; number 47, As, carries 1.07; number 48, C, carries -0.25; number 49, C, carries -0.33; number 50, C, carries -0.66; number 51, C, carries -0.07; number 52, C, carries -0.33; number 53, As, carries 1.09; number 54, C, carries -0.27; number 55, C, carries -0.27; number 56, C, carries -0.38; number 57, As, carries 1.14; number 58, C, carries -0.35; number 59, C, carries -0.35; number 60, H, carries 0.04; number 61, H, carries 0.00; number 62, H, carries 0.02; number 63, H, carries 0.01; number 64, H, carries 0.01; number 65, H, carries 0.04; number 66, H, carries 0.08; number 67, H, carries 0.08; number 68, H, carries 0.03; number 69, H, carries 0.10; number 70, H, carries 0.06; number 71, H, carries 0.04; number 72, H, carries 0.09; number 73, H, carries 0.03; number 74, H, carries 0.02; number 75, H, carries 0.01; number 76, H, carries 0.04; number 77, H, carries 0.02; number 78, H, carries 0.02; number 79, H, carries 0.06; number 80, H, carries 0.07; number 81, H, carries 0.02; number 82, H, carries 0.01; number 83, H, carries 0.02; number 84, H, carries 0.02; number 85, H, carries 0.02; number 86, H, carries 0.00; number 87, N, carries 0.17; number 88, C, carries -0.66; number 89, N, carries 0.18; number 90, O, carries -0.10; number 91, H, carries 0.11; number 92, H, carries 0.02; number 93, H, carries 0.11; number 94, H, carries 0.11; number 95, Te, carries 0.62

=====

This record from OMol25 describes a cluster of 4 separate species, C28H58BO12P3 in total in a non-equilibrium geometry. The level of theory is wB97M-V/def2-TZVPD.

Computed properties:
* E_LUMO: -0.0657 Eh
* HOMO level: -7.7 eV
* E: -83089.677 eV

Structure (XYZ):
```
102
C28H58BO12P3 | OMol25 | wB97M-V/def2-TZVPD
C -1.811 2.426 -2.533
C -1.510 1.107 -2.376
B -0.227 0.547 -1.866
C 0.908 1.375 -1.107
C 0.436 2.331 -0.019
C 1.392 3.167 0.567
C 1.084 4.060 1.579
C -0.210 4.174 2.069
C -0.572 5.127 3.184
C -1.169 3.355 1.480
C -0.869 2.438 0.480
H -2.289 2.992 -1.716
H -1.626 3.008 -3.445
H -2.295 0.376 -2.609
H -0.031 -0.612 -2.086
H 1.551 0.637 -0.610
H 1.567 1.938 -1.777
H 2.419 3.091 0.224
H 1.899 4.646 1.994
H 0.178 5.066 3.975
H -0.652 6.150 2.816
H -1.505 4.786 3.634
H -2.183 3.476 1.853
H -1.660 1.808 0.091
C 0.666 0.064 4.037
C 0.529 -0.503 2.636
O -0.100 -1.790 2.655
P -1.706 -1.871 2.824
O -2.287 -1.305 1.582
O -1.938 -3.478 2.566
C -2.977 -3.940 1.702
C -2.403 -4.378 0.372
O -1.669 -2.088 4.430
C -2.795 -2.705 5.093
C -2.400 -4.081 5.575
H -0.314 0.298 4.461
H 1.260 0.980 4.023
H 1.141 -0.659 4.700
H -0.028 0.182 1.992
H 1.519 -0.641 2.201
H -3.746 -3.180 1.568
H -3.450 -4.793 2.199
H -1.829 -3.576 -0.092
H -3.198 -4.679 -0.314
H -1.725 -5.221 0.510
H -3.666 -2.747 4.437
H -3.052 -2.075 5.945
H -2.245 -4.763 4.741
H -3.176 -4.499 6.218
H -1.462 -4.039 6.129
C -5.275 -1.111 -2.164
C -6.497 -1.873 -2.639
O -6.534 -1.961 -4.067
P -5.587 -3.044 -4.813
O -6.122 -4.377 -4.450
O -6.142 -2.894 -6.352
C -6.433 -4.046 -7.145
C -7.928 -4.269 -7.223
O -4.382 -1.999 -5.096
C -3.440 -2.263 -6.159
C -3.658 -1.274 -7.280
H -4.361 -1.668 -2.382
H -5.320 -0.938 -1.088
H -5.200 -0.151 -2.675
H -6.529 -2.875 -2.201
H -7.404 -1.351 -2.336
H -5.923 -4.928 -6.761
H -6.036 -3.853 -8.146
H -8.366 -4.351 -6.229
H -8.156 -5.180 -7.780
H -8.412 -3.427 -7.720
H -3.522 -3.292 -6.514
H -2.440 -2.135 -5.743
H -4.605 -1.452 -7.786
H -2.858 -1.348 -8.017
H -3.693 -0.256 -6.891
C 10.555 1.915 3.626
C 9.296 1.119 3.922
O 8.119 1.811 3.493
P 7.721 1.804 1.923
O 7.340 0.410 1.600
O 6.245 2.520 2.003
C 5.127 1.983 1.294
C 4.201 1.252 2.241
O 8.438 3.219 1.593
C 8.013 3.981 0.441
C 7.289 5.224 0.901
H 10.724 1.994 2.550
H 11.425 1.434 4.074
H 10.468 2.928 4.017
H 9.339 0.131 3.454
H 9.194 0.973 4.996
H 5.449 1.335 0.480
H 4.600 2.829 0.843
H 4.731 0.474 2.792
H 3.373 0.791 1.700
H 3.790 1.941 2.982
H 7.391 3.380 -0.224
H 8.912 4.261 -0.110
H 6.332 4.978 1.358
H 7.104 5.894 0.060
H 7.873 5.752 1.655
```

Atom charges from the Löwdin analysis, given in e for atoms 1 to 99: number 1, C, carries 0.17; number 2, C, carries -0.17; number 3, B, carries -0.27; number 4, C, carries -0.13; number 5, C, carries -0.24; number 6, C, carries -0.05; number 7, C, carries -0.05; number 8, C, carries -0.29; number 9, C, carries -0.05; number 10, C, carries -0.05; number 11, C, carries -0.06; number 12, H, carries 0.09; number 13, H, carries 0.10; number 14, H, carries 0.11; number 15, H, carries 0.06; number 16, H, carries 0.09; number 17, H, carries 0.10; number 18, H, carries 0.09; number 19, H, carries 0.11; number 20, H, carries 0.08; number 21, H, carries 0.08; number 22, H, carries 0.07; number 23, H, carries 0.11; number 24, H, carries 0.10; number 25, C, carries -0.07; number 26, C, carries -0.27; number 27, O, carries -0.18; number 28, P, carries 0.53; number 29, O, carries -0.22; number 30, O, carries -0.23; number 31, C, carries -0.30; number 32, C, carries -0.07; number 33, O, carries -0.20; number 34, C, carries -0.26; number 35, C, carries -0.07; number 36, H, carries 0.07; number 37, H, carries 0.07; number 38, H, carries 0.08; number 39, H, carries 0.10; number 40, H, carries 0.11; number 41, H, carries 0.10; number 42, H, carries 0.11; number 43, H, carries 0.08; number 44, H, carries 0.07; number 45, H, carries 0.08; number 46, H, carries 0.11; number 47, H, carries 0.12; number 48, H, carries 0.07; number 49, H, carries 0.08; number 50, H, carries 0.08; number 51, C, carries -0.08; number 52, C, carries -0.28; number 53, O, carries -0.19; number 54, P, carries 0.53; number 55, O, carries -0.22; number 56, O, carries -0.23; number 57, C, carries -0.30; number 58, C, carries -0.07; number 59, O, carries -0.20; number 60, C, carries -0.25; number 61, C, carries -0.07; number 62, H, carries 0.07; number 63, H, carries 0.08; number 64, H, carries 0.08; number 65, H, carries 0.11; number 66, H, carries 0.12; number 67, H, carries 0.10; number 68, H, carries 0.11; number 69, H, carries 0.08; number 70, H, carries 0.08; number 71, H, carries 0.08; number 72, H, carries 0.12; number 73, H, carries 0.12; number 74, H, carries 0.07; number 75, H, carries 0.08; number 76, H, carries 0.08; number 77, C, carries -0.08; number 78, C, carries -0.28; number 79, O, carries -0.19; number 80, P, carries 0.53; number 81, O, carries -0.22; number 82, O, carries -0.22; number 83, C, carries -0.29; number 84, C, carries -0.07; number 85, O, carries -0.20; number 86, C, carries -0.26; number 87, C, carries -0.07; number 88, H, carries 0.07; number 89, H, carries 0.08; number 90, H, carries 0.08; number 91, H, carries 0.11; number 92, H, carries 0.12; number 93, H, carries 0.11; number 94, H, carries 0.10; number 95, H, carries 0.08; number 96, H, carries 0.06; number 97, H, carries 0.08; number 98, H, carries 0.11; number 99, H, carries 0.12